Version A
ORCA calculation (ωB97M-V/def2-TZVPD) on a cluster of 2 separate species, C11H15N in total.

Each atom is followed by the atoms it is bonded to, with distances in Å.
Geometry (Å):
1 C -3.206 1.066 -0.017  C2 1.486, H11 1.087, H12 1.090, H13 1.093
2 C -1.817 1.488 -0.334  C1 1.486, C3 1.354, C10 1.440
3 C -1.388 2.236 -1.377  C2 1.354, N4 1.394, H14 1.073
4 N -0.007 2.405 -1.299  C3 1.394, C5 1.370, H15 1.004
5 C 0.476 1.696 -0.231  N4 1.370, C6 1.395, C10 1.413
6 C 1.769 1.488 0.248  C5 1.395, C7 1.376, H16 1.080
7 C 1.926 0.698 1.364  C6 1.376, C8 1.404, H17 1.081
8 C 0.826 0.179 2.065  C7 1.404, C9 1.383, H18 1.077
9 C -0.454 0.431 1.605  C8 1.383, C10 1.389, H19 1.085
10 C -0.642 1.132 0.421  C2 1.440, C5 1.413, C9 1.389
11 H -3.938 1.666 -0.551  C1 1.087
12 H -3.379 1.219 1.048  C1 1.090
13 H -3.480 0.042 -0.282  C1 1.093
14 H -1.847 2.630 -2.264  C3 1.073
15 H 0.539 2.792 -2.047  N4 1.004
16 H 2.597 1.914 -0.300  C6 1.080
17 H 2.931 0.388 1.612  C7 1.081
18 H 1.029 -0.544 2.837  C8 1.077
19 H -1.289 0.157 2.242  C9 1.085
20 C 0.552 -2.392 -0.441  C21 1.544, H22 1.086, H23 1.075, H24 1.076
21 C 1.728 -3.350 -0.733  C20 1.544, H25 1.094, H26 1.077, H27 1.087
22 H 0.543 -1.646 -1.231  C20 1.086
23 H -0.332 -2.997 -0.353  C20 1.075
24 H 0.803 -1.847 0.451  C20 1.076
25 H 1.489 -3.980 -1.595  C21 1.094
26 H 1.900 -4.022 0.091  C21 1.077
27 H 2.670 -2.846 -0.928  C21 1.087

SMILES: Cc1c[nH]c2ccccc12.CC
Gap between HOMO and LUMO (eV): 8.83

---

Version B
ORCA calculation (ωB97M-V/def2-TZVPD) on a cluster of 2 separate species, C11H15N in total.

Each atom is followed by the atoms it is bonded to, with distances in Å.
Geometry (Å):
1 C 1.116 0.079 2.813  C2 1.498, H11 1.079, H12 1.086, H13 1.089
2 C 0.916 -0.105 1.339  C1 1.498, C3 1.354, C10 1.455
3 C -0.243 -0.299 0.668  C2 1.354, N4 1.440, H14 1.090
4 N 0.034 -0.427 -0.739  C3 1.440, C5 1.385, H15 1.025
5 C 1.388 -0.166 -0.864  N4 1.385, C6 1.405, C10 1.378
6 C 2.104 -0.244 -2.070  C5 1.405, C7 1.376, H16 1.102
7 C 3.476 -0.250 -1.965  C6 1.376, C8 1.422, H17 1.092
8 C 4.127 -0.028 -0.721  C7 1.422, C9 1.388, H18 1.096
9 C 3.390 0.158 0.441  C8 1.388, C10 1.412, H19 1.074
10 C 1.999 -0.076 0.368  C2 1.455, C5 1.378, C9 1.412
11 H 0.385 0.739 3.251  C1 1.079
12 H 2.101 0.510 2.967  C1 1.086
13 H 1.280 -0.802 3.431  C1 1.089
14 H -1.289 -0.262 0.974  C3 1.090
15 H -0.684 -0.459 -1.471  N4 1.025
16 H 1.654 -0.058 -3.058  C6 1.102
17 H 4.034 -0.447 -2.883  C7 1.092
18 H 5.210 -0.117 -0.583  C8 1.096
19 H 3.778 0.485 1.387  C9 1.074
20 C -3.659 -0.144 -0.487  C21 1.516, H22 1.101, H23 1.084, H24 1.066
21 C -5.029 0.479 -0.302  C20 1.516, H25 1.104, H26 1.120, H27 1.084
22 H -2.902 0.654 -0.438  C20 1.101
23 H -3.347 -0.857 0.268  C20 1.084
24 H -3.540 -0.494 -1.487  C20 1.066
25 H -4.981 1.573 -0.165  C21 1.104
26 H -5.718 0.508 -1.185  C21 1.120
27 H -5.600 0.049 0.512  C21 1.084

SMILES: Cc1c[nH]c2ccccc12.CC
Gap between HOMO and LUMO (eV): 8.79

---

Which structure loses on stability? version B does.

---

Version A
ORCA calculation (ωB97M-V/def2-TZVPD) on a cluster of 2 separate species, C11H15N in total.

Each atom is followed by the atoms it is bonded to, with distances in Å.
Geometry (Å):
1 C 2.306 -0.595 -1.358  C2 1.457, H11 1.106, H12 1.150, H13 1.034
2 C 1.089 -0.903 -0.618  C1 1.457, C3 1.392, C10 1.524
3 C -0.156 -1.338 -1.062  C2 1.392, N4 1.493, H14 0.979
4 N -1.141 -1.544 0.041  C3 1.493, C5 1.442, H15 1.004
5 C -0.381 -0.930 1.101  N4 1.442, C6 1.382, C10 1.446
6 C -0.805 -0.746 2.403  C5 1.382, C7 1.459, H16 1.078
7 C 0.143 -0.240 3.391  C6 1.459, C8 1.413, H17 1.060
8 C 1.550 -0.278 3.275  C7 1.413, C9 1.425, H18 1.039
9 C 1.975 -0.497 1.932  C8 1.425, C10 1.425, H19 1.021
10 C 1.022 -0.653 0.884  C2 1.524, C5 1.446, C9 1.425
11 H 2.603 0.434 -1.081  C1 1.106
12 H 2.171 -0.797 -2.481  C1 1.150
13 H 3.068 -1.094 -0.869  C1 1.034
14 H -0.458 -1.615 -1.951  C3 0.979
15 H -2.090 -1.286 -0.163  N4 1.004
16 H -1.857 -0.907 2.577  C6 1.078
17 H -0.275 0.013 4.332  C7 1.060
18 H 2.135 -0.031 4.098  C8 1.039
19 H 2.976 -0.509 1.731  C9 1.021
20 C -1.686 2.462 -1.899  C21 1.485, H22 1.165, H23 1.158, H24 1.040
21 C -1.712 1.002 -2.171  C20 1.485, H25 1.103, H26 1.156, H27 1.071
22 H -2.362 2.636 -0.967  C20 1.165
23 H -0.622 2.849 -1.652  C20 1.158
24 H -2.072 2.994 -2.704  C20 1.040
25 H -0.800 0.463 -2.476  C21 1.103
26 H -2.529 0.714 -2.937  C21 1.156
27 H -2.092 0.394 -1.376  C21 1.071

SMILES: Cc1c[nH]c2ccccc12.CC
Gap between HOMO and LUMO (eV): 8.78

---

Version B
ORCA calculation (ωB97M-V/def2-TZVPD) on a cluster of 2 separate species, C11H15N in total.

Each atom is followed by the atoms it is bonded to, with distances in Å.
Geometry (Å):
1 C 2.213 1.184 1.456  C2 1.501, H11 1.150, H12 1.167, H13 1.149
2 C 0.965 0.424 1.112  C1 1.501, C3 1.359, C10 1.376
3 C 0.266 -0.399 1.937  C2 1.359, N4 1.436, H14 1.004
4 N -1.077 -0.469 1.433  C3 1.436, C5 1.481, H15 0.907
5 C -1.107 0.188 0.105  N4 1.481, C6 1.375, C10 1.431
6 C -2.172 0.630 -0.643  C5 1.375, C7 1.431, H16 1.001
7 C -1.828 1.446 -1.768  C6 1.431, C8 1.447, H17 1.080
8 C -0.556 2.129 -1.864  C7 1.447, C9 1.455, H18 1.059
9 C 0.469 1.694 -0.926  C8 1.455, C10 1.366, H19 1.076
10 C 0.217 0.718 -0.004  C2 1.376, C5 1.431, C9 1.366
11 H 2.292 2.124 0.800  C1 1.150
12 H 3.338 0.871 1.484  C1 1.167
13 H 2.285 1.464 2.568  C1 1.149
14 H 0.421 -0.705 2.881  C3 1.004
15 H -1.728 -0.672 2.030  N4 0.907
16 H -3.134 0.406 -0.472  C6 1.001
17 H -2.678 1.878 -2.275  C7 1.080
18 H -0.317 3.049 -2.332  C8 1.059
19 H 1.466 2.064 -0.763  C9 1.076
20 C 0.437 -2.794 -1.139  C21 1.504, H22 1.130, H23 0.978, H24 1.116
21 C 1.247 -3.362 -0.005  C20 1.504, H25 1.106, H26 1.189, H27 1.086
22 H 0.348 -1.668 -1.173  C20 1.130
23 H 0.791 -2.931 -2.040  C20 0.978
24 H -0.625 -3.124 -1.225  C20 1.116
25 H 1.507 -4.399 -0.289  C21 1.106
26 H 0.536 -3.442 0.944  C21 1.189
27 H 2.128 -2.788 0.263  C21 1.086

SMILES: Cc1c[nH]c2ccccc12.CC
Gap between HOMO and LUMO (eV): 8.61

---

Which structure loses on stability? version B does.